The following is a DFT calculation (wB97M-V/def2-TZVPD) of a cluster of 2 separate species, C4H8O3 in total at a distorted geometry.

Last column: Löwdin charge in e.
Element x y z (Å)
C (1.12557, -2.25951, 0.44980)  -0.16
O (0.96983, -0.96659, -0.00957)  -0.14
C (1.27933, 1.29595, -0.86400)  0.19
C (-0.04567, 0.93751, -0.68053)  -0.55
O (-0.44848, -0.18766, -1.08535)  0.04
O (-0.79540, 1.71649, 0.13310)  -0.05
C (-2.07238, 1.19259, 0.47027)  -0.06
H (1.23586, -2.99291, -0.36409)  0.08
H (0.31318, -2.56562, 1.12733)  0.08
H (2.05849, -2.27529, 1.03856)  0.10
H (1.71493, 2.11399, -0.30272)  0.09
H (1.86432, 0.76938, -1.60423)  0.09
H (-2.68144, 1.03115, -0.42580)  0.10
H (-1.98177, 0.24420, 1.00933)  0.10
H (-2.53636, 1.94634, 1.10788)  0.09

Output
spin multiplicity: 1
total charge: 0
E: -382.748853 hartree
orbital gap (spin up / spin down): 8.3 / 9.0 eV
HOMO energy (spin up / spin down): -9.42 / -9.32 eV
relative energy (zero: lowest compared OMol25 entry of this formula, charge and spin): 135.5 kcal/mol